Density functional theory data (wB97M-V/def2-TZVPD) for a structure of composition C3H5NO3 at a distorted geometry.

Gap between HOMO and LUMO, eV: 9.52
HOMO level, eV: -9.4
Lowest unoccupied orbital energy, eV: 0.146

```
12
Properties=species:S:1:pos:R:3:forces:R:3
C -0.87523 -1.14722 0.48455 -3.6 1.1 0.7
N -0.86400 0.45774 -0.30398 -1.0 -4.2 -0.2
C 0.31875 -0.12220 -0.69699 2.4 1.8 -3.1
C 1.61859 0.60499 -0.27012 0.3 -0.4 -0.2
O -0.80468 1.38546 0.68981 0.4 0.8 1.4
O 0.45011 -0.84650 -1.70064 -0.2 0.9 1.9
O 1.69737 1.78084 -0.04597 0.0 -0.4 -0.1
H -0.90409 2.25706 0.26260 0.0 -0.6 0.0
H 2.49172 -0.04814 -0.43821 0.2 0.1 0.2
H -1.28842 -1.80742 -0.27140 0.4 0.2 -0.1
H -1.69610 -0.89097 1.15444 0.0 0.0 0.1
H -0.14401 -1.62362 1.13592 1.0 0.8 -0.6
```
Positions in Å, forces in eV/Å.



Density functional theory data (wB97M-V/def2-TZVPD) for a cluster of 2 separate species, C3H10NO2 in total at a distorted geometry.

Gap between HOMO and LUMO (alpha / beta), eV: 11.40 / 6.26
HOMO level (alpha / beta), eV: -21.4 / -21.4
Spin multiplicity: 2
Lowest unoccupied orbital energy (alpha / beta), eV: -9.957 / -15.094
Net charge: +2

```
16
Properties=species:S:1:pos:R:3:forces:R:3
O 1.21078 0.09426 0.17552 -0.3 0.2 0.6
C 2.23290 0.09906 -0.51070 1.8 -2.4 -1.9
O 2.59667 -0.92822 -1.20410 -1.5 0.6 0.8
H 2.90845 0.93263 -0.50338 0.2 1.5 0.4
H 3.27556 -0.78121 -1.88734 0.6 0.2 0.0
C -1.83807 1.22113 -0.34781 1.8 1.7 -1.3
N -1.75236 -0.13016 0.24186 -1.0 -2.5 -1.4
C -2.03821 -0.44904 1.69356 2.5 3.1 -0.7
H -1.19682 1.07336 -1.24623 -1.1 0.3 -0.1
H -1.17156 1.90157 0.18159 -0.6 0.2 0.7
H -2.81389 1.73761 -0.63987 1.0 -1.4 0.9
H -2.42674 -0.65369 -0.39635 1.3 0.0 1.1
H -0.77356 -0.49954 0.11362 -1.8 0.4 -0.5
H -2.88580 0.13731 1.88785 -1.2 0.5 1.1
H -2.15314 -1.47065 1.85592 -0.2 -1.7 0.1
H -1.09529 -0.02143 2.15944 -1.5 -0.6 0.3
```
Positions in Å, forces in eV/Å.



Density functional theory data (wB97M-V/def2-TZVPD) for a structure of composition C32H26MnN7.

Gap between HOMO and LUMO (alpha / beta), eV: 6.48 / 6.53
HOMO level (alpha / beta), eV: -12.8 / -13.0
Spin multiplicity: 5
Lowest unoccupied orbital energy (alpha / beta), eV: -6.347 / -6.440
Net charge: +2

```
66
Properties=species:S:1:pos:R:3:forces:R:3
Mn 0.00506 0.00058 -0.00342 -0.4 0.3 0.0
C -0.85075 6.49903 -1.76663 0.0 0.0 -0.1
C -1.02453 5.09571 -1.26865 -0.1 -0.1 0.0
C -2.10878 4.32450 -1.70181 0.1 0.0 0.0
C -2.27134 3.02320 -1.28471 0.0 -0.1 0.1
C -1.37078 2.43268 -0.38884 0.1 0.4 0.0
N -1.51069 1.10044 -0.00145 0.6 -0.4 0.0
C -2.73327 0.55385 0.38675 -0.4 -0.3 0.0
C -3.57380 1.22398 1.28521 0.1 0.0 -0.1
C -4.75851 0.66315 1.70424 0.0 -0.1 0.0
C -5.15473 -0.60730 1.27156 0.1 0.1 0.0
C -6.43337 -1.20801 1.77250 0.0 0.0 0.1
C -4.32586 -1.28072 0.38963 -0.1 -0.1 0.0
C -3.14612 -0.70650 -0.07067 0.1 0.5 0.3
N -2.37428 -1.38064 -1.05538 -0.1 -0.1 -0.2
C -2.81587 -2.22900 -2.00206 0.1 0.0 -0.1
C -1.73338 -2.63360 -2.75511 0.0 0.0 0.0
C -0.64482 -1.97351 -2.19970 0.0 0.0 -0.1
N -1.03985 -1.21316 -1.17416 0.1 -0.3 -0.1
C -0.29990 3.21534 0.06770 -0.5 -0.3 -0.3
C -0.12413 4.51666 -0.38975 0.1 0.1 0.0
N 0.58439 2.68912 1.04793 0.0 0.1 0.2
C 1.25441 3.37120 1.99486 0.1 -0.1 0.1
C 1.97756 2.46734 2.74493 0.0 -0.1 0.0
C 1.68598 1.22797 2.18971 0.0 0.0 0.1
N 0.83867 1.36822 1.16547 0.3 0.0 0.1
H -1.76334 7.07592 -1.61596 0.0 0.0 0.1
H -0.65862 6.49818 -2.84160 0.0 0.0 0.0
H -0.02625 7.00864 -1.27291 0.0 0.0 0.0
H -2.81825 4.75617 -2.39684 0.0 0.0 0.0
H -3.10692 2.43254 -1.63953 0.0 0.0 0.0
H -3.27254 2.20164 1.64077 0.0 0.0 0.0
H -5.38742 1.20198 2.40206 0.0 0.0 0.0
H -7.26221 -0.51447 1.62912 0.0 0.0 -0.1
H -6.36934 -1.39701 2.84613 0.0 0.0 0.0
H -6.66938 -2.14554 1.27388 0.0 0.0 0.0
H -4.61132 -2.26954 0.05038 0.0 0.0 0.0
H -3.85954 -2.47252 -2.10251 0.0 0.0 0.1
H -1.73103 -3.30988 -3.59160 0.0 0.0 0.0
H 0.39011 -2.00166 -2.49996 0.0 0.0 0.1
H 0.72544 5.09742 -0.05049 0.0 0.0 0.0
H 1.16173 4.43875 2.09559 0.0 0.0 -0.1
H 2.62299 2.67338 3.58038 0.0 0.0 0.0
H 2.03311 0.25184 2.48785 0.0 0.0 -0.1
C 3.81642 0.36094 -2.34525 0.1 0.0 0.0
C 2.52817 0.57470 -1.85234 -0.1 0.0 0.0
N 1.95882 -0.22217 -0.96283 -0.2 -0.2 0.1
C 2.65443 -1.28932 -0.49743 0.3 0.0 -0.1
C 3.94839 -1.59115 -0.95200 -0.2 0.1 0.0
C 4.52592 -0.72634 -1.89990 -0.1 0.0 0.0
C 4.62579 -2.74661 -0.44898 0.0 -0.2 0.1
C 4.03554 -3.55577 0.45753 0.2 0.0 -0.1
C 2.72506 -3.26696 0.95397 -0.1 0.1 0.0
C 2.08013 -4.07859 1.90546 -0.1 0.1 0.0
C 0.82558 -3.73809 2.34629 0.1 -0.1 0.0
C 0.22511 -2.58169 1.84594 -0.1 0.1 0.0
N 0.80802 -1.79876 0.95297 0.1 0.3 -0.1
C 2.03900 -2.13211 0.49195 0.1 -0.3 0.2
H 4.23106 1.04732 -3.06945 0.0 0.0 0.0
H 1.94077 1.41651 -2.20084 0.0 0.0 0.0
H 5.52391 -0.93179 -2.26614 0.0 0.0 0.0
H 5.62143 -2.96234 -0.81474 0.0 0.0 0.0
H 4.54729 -4.43430 0.82865 0.0 0.0 0.0
H 2.58290 -4.96148 2.27952 0.0 0.0 0.0
H 0.30017 -4.33954 3.07404 0.0 0.0 0.0
H -0.75796 -2.28152 2.19033 0.0 0.0 0.0
```
Positions in Å, forces in eV/Å.



Density functional theory data (wB97M-V/def2-TZVPD) for the ion C4H6NS with charge +1 at a distorted geometry.

Gap between HOMO and LUMO, eV: 8.34
HOMO level, eV: -13.7
Lowest unoccupied orbital energy, eV: -5.369
Net charge: +1

```
12
Properties=species:S:1:pos:R:3:forces:R:3
C -0.04107 1.07170 0.13194 -2.3 2.1 -0.6
C -0.31707 -0.19186 -0.65993 -1.0 0.6 0.7
N -0.55844 -1.39112 0.21960 -1.2 3.7 0.5
C -1.66864 -0.76920 -0.53635 1.0 0.6 -0.1
C -2.78134 -0.26025 -0.02013 0.4 -1.0 -0.4
S -4.15991 0.13652 0.42075 -1.0 0.5 0.3
H 0.86788 1.04602 0.66609 1.3 0.0 0.3
H -0.86378 1.45400 0.90478 1.5 -1.3 -1.8
H 0.01033 1.86779 -0.69088 0.1 -0.8 1.4
H 0.31049 -0.30192 -1.51322 0.2 -0.6 -0.6
H -0.40050 -1.07228 1.14687 -0.2 -0.2 1.3
H -0.37957 -2.30856 0.08662 1.1 -3.6 -1.2
```
Positions in Å, forces in eV/Å.



Density functional theory data (wB97M-V/def2-TZVPD) for a cluster of 3 separate species, C4H14N3 in total at a distorted geometry.

Gap between HOMO and LUMO (alpha / beta), eV: 7.37 / 4.00
HOMO level (alpha / beta), eV: -15.7 / -15.8
Spin multiplicity: 2
Lowest unoccupied orbital energy (alpha / beta), eV: -8.372 / -11.752
Net charge: +2

```
21
Properties=species:S:1:pos:R:3:forces:R:3
N -0.73047 1.01890 0.95529 -0.5 -0.8 0.5
C -5.86555 -0.08873 -0.50105 -0.7 0.1 -0.8
C -4.50635 -0.41133 -0.48574 0.5 1.1 1.0
N 1.48522 -0.54207 0.49913 1.0 -0.1 0.0
C 2.77938 -0.01719 0.88807 -0.2 0.8 -0.5
C 3.86688 -0.11045 -0.30338 -1.9 2.1 0.4
N 3.11701 -0.04394 -1.50579 0.7 -3.3 -0.3
H -0.51289 0.06994 1.30521 -0.2 1.0 -0.2
H 0.13781 1.39811 0.62000 0.1 0.1 -0.1
H -1.01700 1.57883 1.74941 -0.1 0.1 0.0
H -6.60644 -0.78290 -0.88322 0.0 -0.2 0.2
H -6.23254 0.90518 -0.25992 0.2 0.0 0.2
H -4.13051 -1.30910 -0.94349 0.2 -0.2 -0.2
H -3.83798 0.29171 0.05659 -0.1 -0.7 -0.4
H 1.39317 -1.53725 0.27081 0.6 -0.3 0.4
H 3.26232 -0.39734 1.79425 -0.4 -0.4 -0.1
H 2.56349 1.05431 1.05699 0.5 -0.3 0.0
H 4.52930 0.76365 -0.39400 0.4 -0.4 0.6
H 4.44408 -1.01111 -0.06002 0.1 -0.4 -0.7
H 2.25200 -0.60888 -1.46530 -0.1 0.9 -0.2
H 3.60905 -0.22035 -2.39384 0.0 1.0 0.1
```
Positions in Å, forces in eV/Å.